1.
{
  "formula": "C53H32CeCl2N5O",
  "method": "ωB97M-V with the def2-TZVPD basis set",
  "elements": ["C", "H", "C", "H", "C", "H", "C", "H", "C", "H", "C", "C", "N", "H", "H", "C", "C", "C", "H", "C", "H", "C", "C", "C", "H", "C", "H", "H", "C", "N", "C", "H", "C", "C", "N", "C", "H", "C", "C", "H", "C", "H", "H", "C", "C", "C", "H", "C", "N", "C", "C", "C", "H", "H", "H", "Cl", "H", "H", "C", "C", "C", "C", "C", "H", "C", "C", "Cl", "C", "H", "C", "C", "C", "C", "H", "N", "C", "C", "Ce", "H", "C", "C", "C", "O", "C", "H", "C", "C", "C", "H", "C", "H", "C", "H", "H"],
  "coordinates": [[10.30, 15.37, 11.12], [11.67, 9.50, 19.37], [9.27, 12.10, 16.48], [4.99, 18.87, 11.33], [12.11, 8.56, 9.52], [8.64, 20.26, 7.56], [6.83, 19.46, 18.18], [6.36, 18.22, 16.60], [10.42, 10.15, 13.67], [10.35, 18.01, 17.98], [9.19, 18.62, 13.00], [5.90, 13.90, 8.51], [6.38, 15.83, 12.09], [8.84, 19.50, 15.00], [5.80, 19.84, 18.31], [9.41, 17.21, 12.72], [10.30, 9.91, 10.35], [8.91, 19.46, 8.28], [9.85, 19.66, 19.76], [8.91, 13.41, 16.79], [14.08, 9.19, 10.06], [10.82, 14.95, 9.88], [10.46, 18.61, 9.98], [10.75, 8.82, 9.64], [9.96, 8.19, 9.22], [8.28, 9.89, 19.34], [10.93, 15.59, 9.00], [9.24, 10.10, 10.49], [5.26, 17.22, 10.00], [9.82, 12.32, 14.08], [8.19, 10.71, 18.26], [11.33, 12.88, 9.20], [9.09, 19.40, 18.98], [9.84, 16.66, 11.41], [9.13, 16.44, 13.82], [10.73, 11.89, 11.83], [12.49, 7.75, 8.92], [12.60, 10.49, 10.89], [8.16, 18.34, 8.46], [7.22, 11.06, 17.95], [7.81, 19.94, 19.07], [8.68, 15.90, 18.81], [6.26, 17.55, 13.17], [8.72, 15.53, 16.60], [8.44, 18.00, 17.12], [8.69, 16.85, 16.17], [9.27, 19.38, 12.27], [5.58, 15.23, 8.59], [10.24, 14.32, 11.96], [9.54, 9.48, 19.80], [11.24, 10.79, 10.98], [7.16, 18.51, 17.26], [7.57, 20.65, 19.80], [13.25, 11.14, 11.49], [5.73, 13.34, 7.58], [6.89, 11.53, 9.37], [9.67, 8.89, 20.70], [9.10, 13.27, 18.99], [5.28, 17.83, 11.24], [10.73, 13.24, 11.31], [8.78, 15.23, 18.03], [6.42, 13.18, 9.61], [8.90, 13.90, 18.12], [7.31, 18.15, 7.78], [8.88, 17.30, 14.80], [5.95, 17.09, 12.23], [4.78, 15.93, 7.24], [9.40, 18.47, 17.99], [11.36, 11.13, 17.49], [10.07, 19.56, 9.04], [13.02, 9.37, 10.18], [9.64, 17.57, 10.25], [6.54, 13.79, 10.85], [9.94, 9.55, 15.77], [8.88, 14.39, 15.88], [9.33, 11.11, 17.60], [8.53, 17.43, 9.42], [8.43, 14.11, 13.50], [11.40, 18.61, 10.51], [10.05, 10.20, 14.98], [9.63, 11.58, 15.23], [10.57, 10.73, 18.02], [7.00, 13.19, 11.89], [11.02, 13.58, 9.98], [10.70, 20.41, 8.87], [10.67, 9.86, 19.10], [10.39, 11.54, 13.10], [5.66, 15.90, 9.81], [7.40, 9.57, 19.84], [8.88, 18.67, 14.33], [10.78, 9.25, 13.14], [6.16, 15.18, 10.93], [7.94, 16.51, 9.50], [4.85, 17.77, 9.16]],
  "lowdin_charge": [-0.27, 0.11, -0.07, 0.11, -0.09, 0.12, -0.07, 0.12, 0.05, 0.11, 0.02, -0.12, 0.10, 0.11, 0.11, -0.20, -0.02, -0.09, 0.12, -0.25, 0.10, 0.03, -0.04, -0.09, 0.11, -0.07, 0.13, 0.09, -0.05, -0.06, -0.04, 0.12, -0.07, 0.00, -0.01, -0.07, 0.10, -0.03, -0.08, 0.12, -0.08, 0.09, 0.11, -0.22, -0.23, -0.02, 0.10, -0.64, -0.02, -0.07, -0.21, -0.05, 0.08, 0.13, 0.10, 0.72, 0.10, 0.13, -0.02, -0.22, 0.03, -0.58, 0.02, 0.11, -0.24, -0.10, 0.70, -0.05, 0.11, -0.07, -0.08, -0.23, -0.40, 0.08, -0.01, -0.24, -0.02, 1.51, 0.13, 0.03, -0.20, -0.04, -0.25, 0.03, 0.09, -0.07, -0.19, -0.22, 0.10, 0.01, 0.12, -0.16, 0.11, 0.10],
  "charge": 0,
  "homo_energy_ev": [-7.03, -7.03],
  "orbital_gap_ev": [5.8180, 5.8051],
  "spin_multiplicity": 2
}


2.
{
  "formula": "C23H15FO12",
  "method": "ωB97M-V with the def2-TZVPD basis set",
  "elements": ["C", "C", "O", "H", "O", "C", "O", "O", "C", "H", "C", "O", "C", "C", "H", "H", "C", "C", "O", "C", "H", "H", "O", "O", "C", "C", "H", "H", "C", "C", "H", "H", "O", "C", "C", "C", "H", "O", "H", "C", "C", "C", "O", "F", "C", "H", "C", "O", "C", "H", "H"],
  "coordinates": [[-3.52, -7.14, 1.53], [0.27, -1.71, 0.45], [-4.14, -7.90, 2.51], [-4.24, -8.29, -0.10], [0.12, -2.24, 1.68], [5.43, 4.95, 0.09], [3.15, 7.89, 0.76], [-2.62, -5.72, 3.17], [0.80, 0.70, -0.97], [-1.20, 4.05, -1.19], [1.84, -1.77, -1.79], [5.76, 7.10, 1.03], [3.14, 4.46, -0.68], [-0.18, -0.14, 0.09], [-3.90, -7.48, 3.36], [-3.91, 3.14, -0.11], [0.94, -2.54, -0.83], [4.99, 6.29, 0.52], [-1.50, -4.74, -1.32], [2.70, 5.79, -0.23], [1.15, 2.84, -2.20], [-4.29, 0.09, 0.41], [-3.09, -6.88, -1.99], [2.38, 3.67, -1.22], [3.56, 6.64, 0.33], [-1.89, 2.08, 0.23], [4.18, 2.41, -1.25], [3.95, 8.32, 1.13], [-2.98, -6.63, -0.79], [-2.15, -5.49, -0.34], [-3.01, 3.60, 1.56], [1.66, 6.04, -0.38], [4.98, 2.84, -0.87], [-1.54, 0.54, 0.71], [-0.93, 2.95, -0.82], [-3.29, 2.74, 0.82], [6.47, 4.70, 0.25], [-4.74, 0.99, 0.46], [-1.42, -4.35, 1.29], [-3.65, -7.45, 0.24], [-2.02, -5.18, 0.95], [0.45, 2.26, -1.44], [3.32, 0.41, -1.78], [2.39, -2.54, -2.94], [2.13, -0.14, -1.55], [0.69, -3.68, -0.98], [4.57, 4.10, -0.47], [-4.13, 1.66, 1.42], [-2.71, -5.98, 1.98], [-1.75, -5.16, -2.17], [-2.20, -0.10, 1.45]],
  "lowdin_charge": [-0.21, -0.19, 0.08, 0.14, -0.04, 0.08, 0.08, 0.11, -0.01, 0.10, -0.02, 0.11, -0.26, -0.02, 0.12, 0.15, 0.09, -0.30, 0.06, 0.08, 0.10, 0.12, 0.11, 0.02, -0.20, -0.08, 0.08, 0.12, -0.31, -0.20, 0.14, 0.14, 0.09, 0.04, 0.01, -0.13, 0.14, -0.07, 0.12, 0.08, 0.08, 0.02, -0.01, -0.06, -0.13, 0.12, -0.20, -0.23, -0.30, 0.12, 0.12],
  "charge": 0,
  "homo_energy_ev": -9.22,
  "orbital_gap_ev": 7.1939,
  "smiles": "O=C1C=C(F)C(=O)c2ccc(COO)cc21.O=C1C=C(O)C(=O)C=C1O.O=C1C=C(O)C(=O)C=C1O"
}